No. 1
# C2H9NO2

A 2-piece molecular cluster, C2H9NO2 overall in a non-equilibrium geometry (ωB97M-V/def2-TZVPD, the Open Molecules 2025 dataset).

Values from the calculation:
**2S+1**: 1
**Lowest unoccupied orbital energy**: 0.98 eV
**Relative energy (zero: lowest compared OMol25 entry of this formula, charge and spin)**: 0.482 eV
**E_tot**: -286.8007 Eh
**SMILES**: NCCO.O
**Kohn-Sham gap**: 10.69 eV

```
14
Properties=species:S:1:pos:R:3:forces:R:3
C -1.917 0.398 -1.904 -0.6 0.2 0.0
O -3.360 0.415 -1.875 0.7 0.3 0.1
C -1.304 0.916 -0.608 0.0 0.3 0.5
N -0.161 0.114 -0.132 0.3 -0.1 -1.1
H -1.595 1.012 -2.752 0.2 -0.2 0.0
H -1.606 -0.632 -2.081 -0.2 0.0 0.0
H -3.580 1.321 -1.619 -0.3 -0.2 -0.1
H -2.049 0.912 0.189 -0.3 -0.1 -0.1
H -1.004 1.965 -0.727 -0.1 -0.1 -0.1
H 0.174 -0.425 -0.932 -0.2 -0.3 0.3
H 0.609 0.748 -0.012 0.4 0.2 0.5
H 5.720 -1.618 4.290 -0.3 -0.2 0.1
H 5.057 -2.865 3.708 0.0 0.0 0.0
O 5.015 -2.262 4.455 0.3 0.2 -0.1
```
Positions in Å, forces in eV/Å.

natural (NBO) population analysis, charges in e, atoms 1 to 4: C -0.078; O -0.707; C -0.256; N -0.808

No. 2
# C2H9NO2

A 2-piece molecular cluster, C2H9NO2 overall in a non-equilibrium geometry (ωB97M-V/def2-TZVPD, the Open Molecules 2025 dataset).

Values from the calculation:
**2S+1**: 1
**Lowest unoccupied orbital energy**: 0.86 eV
**Relative energy (zero: lowest compared OMol25 entry of this formula, charge and spin)**: 0.489 eV
**E_tot**: -286.8004 Eh
**SMILES**: NCCO.O
**Kohn-Sham gap**: 10.68 eV

```
14
Properties=species:S:1:pos:R:3:forces:R:3
O -1.097 -0.877 -0.620 -0.8 -0.9 0.2
N 0.244 0.656 0.989 0.5 0.1 0.6
C 0.071 -1.535 -0.164 -0.2 1.1 -1.4
C 0.981 -0.389 0.237 1.4 -0.2 1.6
H -1.236 -0.046 -0.118 0.0 -0.6 -0.5
H -0.316 0.304 1.773 0.4 -0.1 -0.4
H 0.894 1.342 1.389 -0.3 -0.4 -0.3
H -0.093 -2.342 0.576 0.0 0.6 0.0
H 0.506 -1.995 -1.072 -0.1 -0.1 0.6
H 1.438 0.103 -0.643 -0.4 -0.4 0.3
H 1.802 -0.778 0.869 0.0 0.0 -0.4
O -1.373 1.775 -0.826 0.7 1.1 -1.3
H -1.406 2.167 -1.728 -0.2 -0.5 0.9
H -0.416 1.614 -0.662 -1.0 0.2 0.2
```
Positions in Å, forces in eV/Å.

natural (NBO) population analysis, charges in e, atoms 1 to 4: O -0.744; N -0.886; C -0.079; C -0.243

No. 3
# C2H9NO3

A 3-piece molecular cluster, C2H9NO3 overall in a non-equilibrium geometry (ωB97M-V/def2-TZVPD, the Open Molecules 2025 dataset).

Values from the calculation:
**2S+1**: 1
**Lowest unoccupied orbital energy**: 0.68 eV
**Relative energy (zero: lowest compared OMol25 entry of this formula, charge and spin)**: 2.226 eV
**E_tot**: -362.0330 Eh
**SMILES**: NCC=O.O.O
**Kohn-Sham gap**: 9.45 eV

```
15
Properties=species:S:1:pos:R:3:forces:R:3
O 2.689 1.255 0.990 -0.2 0.8 -0.4
C 2.092 0.700 0.103 1.4 -1.8 2.0
C 1.693 -0.780 0.314 -1.6 1.1 -1.2
N 1.628 -1.513 -0.929 0.1 -0.9 -1.0
H 1.914 1.166 -0.876 -0.3 0.1 -0.2
H 2.180 -1.332 1.118 0.7 0.4 -0.3
H 0.657 -0.729 0.688 0.1 0.0 -0.1
H 2.490 -1.713 -1.424 0.4 0.1 0.7
H 1.069 -1.096 -1.664 -0.5 0.2 0.5
H -4.406 2.988 -0.845 0.8 0.3 0.5
H -4.318 4.460 -0.915 0.5 0.1 0.3
O -3.820 3.716 -0.542 -1.3 -0.4 -0.7
H -0.876 -2.988 1.668 -0.5 -0.1 0.3
H -1.930 -1.884 1.221 -0.5 -0.2 0.5
O -1.062 -2.249 1.093 0.9 0.3 -0.8
```
Positions in Å, forces in eV/Å.

natural (NBO) population analysis, charges in e, atoms 1 to 4: O -0.524; C 0.419; C -0.341; N -0.839

No. 4
# C2H9NO3

A 3-piece molecular cluster, C2H9NO3 overall in a non-equilibrium geometry (ωB97M-V/def2-TZVPD, the Open Molecules 2025 dataset).

Values from the calculation:
**2S+1**: 1
**Lowest unoccupied orbital energy**: 0.37 eV
**Relative energy (zero: lowest compared OMol25 entry of this formula, charge and spin)**: 1.602 eV
**E_tot**: -362.0560 Eh
**SMILES**: CNC=O.O.O
**Kohn-Sham gap**: 9.96 eV

```
15
Properties=species:S:1:pos:R:3:forces:R:3
C 1.073 1.170 0.931 -0.5 0.6 -1.1
N -0.326 1.231 0.887 1.2 1.2 -0.7
C -0.968 2.215 -0.042 1.3 -2.8 -2.4
O 1.814 1.991 0.389 -1.0 -1.0 0.9
H 1.501 0.274 1.444 -0.5 0.4 0.0
H -0.848 0.383 1.057 0.2 -0.1 0.0
H -1.852 2.626 0.345 -1.5 -0.1 0.5
H -0.357 3.060 -0.256 1.0 0.4 0.2
H -1.091 1.689 -1.126 -0.2 1.2 2.5
H 1.290 -3.238 -0.842 0.8 1.2 -0.1
H 1.375 -1.627 -1.428 0.1 -1.9 0.7
O 1.069 -2.571 -1.515 -0.3 0.5 -0.8
H -0.318 -2.394 -0.548 -1.3 0.9 1.3
H -1.451 -2.788 0.507 0.6 1.0 -0.4
O -0.910 -2.022 0.198 0.2 -1.6 -0.6
```
Positions in Å, forces in eV/Å.

natural (NBO) population analysis, charges in e, atoms 1 to 4: C 0.516; N -0.633; C -0.420; O -0.617

No. 5
# C2H9NO3

A 3-piece molecular cluster, C2H9NO3 overall in a non-equilibrium geometry (ωB97M-V/def2-TZVPD, the Open Molecules 2025 dataset).

Values from the calculation:
**2S+1**: 1
**Lowest unoccupied orbital energy**: 0.58 eV
**Relative energy (zero: lowest compared OMol25 entry of this formula, charge and spin)**: 1.279 eV
**E_tot**: -362.0678 Eh
**SMILES**: CC(N)=O.O.O
**Kohn-Sham gap**: 9.77 eV

```
15
Properties=species:S:1:pos:R:3:forces:R:3
C -2.220 1.439 -0.251 1.5 0.7 0.1
C -0.844 0.801 -0.029 -1.3 -3.1 -2.3
N -0.857 -0.417 0.640 0.5 2.0 0.0
O 0.032 1.040 -0.838 0.6 0.8 1.0
H -3.012 1.091 0.415 0.1 0.3 -0.2
H -2.390 1.277 -1.334 -0.3 -0.1 0.8
H -1.941 2.486 -0.163 -0.9 0.4 0.2
H -0.168 -1.067 0.282 -0.3 -0.3 0.5
H -1.742 -0.681 1.024 0.1 -0.6 0.1
H 0.323 -3.553 -0.629 0.3 -0.6 -0.2
H 0.876 -3.331 0.838 0.1 -0.4 -0.3
O 0.337 -2.980 0.127 -0.3 0.8 0.5
H 4.334 0.989 -0.597 0.0 -0.1 0.2
H 3.629 1.373 0.726 0.1 -0.2 0.4
O 3.644 1.534 -0.212 -0.1 0.3 -0.6
```
Positions in Å, forces in eV/Å.

natural (NBO) population analysis, charges in e, atoms 1 to 4: C -0.723; C 0.670; N -0.851; O -0.611

No. 6
# C2H9NO3Si

A 2-piece molecular cluster, C2H9NO3Si overall in a non-equilibrium geometry (ωB97M-V/def2-TZVPD, the Open Molecules 2025 dataset).

Values from the calculation:
**2S+1**: 1
**Lowest unoccupied orbital energy**: -0.08 eV
**Relative energy (zero: lowest compared OMol25 entry of this formula, charge and spin)**: 3.266 eV
**E_tot**: -651.5816 Eh
**SMILES**: [H]/N=[Si](\O)OC.CO
**Kohn-Sham gap**: 9.62 eV

```
16
Properties=species:S:1:pos:R:3:forces:R:3
C -2.447 0.343 -0.128 0.8 1.9 3.2
C 0.391 -1.675 0.208 -2.2 -2.9 -2.3
N 0.887 1.586 0.949 1.2 0.8 -1.9
O 3.273 0.714 -0.746 0.3 -1.4 -0.5
O -1.348 1.017 -0.701 0.7 0.0 0.9
O 1.580 -1.003 -0.047 0.1 1.0 -1.0
Si 1.810 0.600 0.008 0.5 0.1 0.7
H -3.021 -0.077 -0.850 -1.6 -1.3 -2.5
H -3.140 1.087 0.418 1.0 -1.2 -0.4
H -2.127 -0.491 0.546 -0.3 0.8 -0.2
H 0.143 -1.469 1.211 -0.8 -0.3 1.2
H 0.584 -2.778 -0.026 0.0 1.3 1.0
H -0.585 -1.555 -0.486 2.5 0.8 1.2
H -0.691 1.235 0.037 -0.9 -0.1 -1.0
H 1.005 2.620 0.712 -0.1 -1.8 0.6
H 3.686 -0.153 -1.105 -1.3 2.2 1.0
```
Positions in Å, forces in eV/Å.

natural (NBO) population analysis, charges in e, atoms 1 to 4: C -0.239; C -0.257; N -1.462; O -1.103

No. 7
# C2H9NO4

A 3-piece molecular cluster, C2H9NO4 overall in a non-equilibrium geometry (ωB97M-V/def2-TZVPD, the Open Molecules 2025 dataset).

Values from the calculation:
**2S+1**: 1
**Lowest unoccupied orbital energy**: 0.46 eV
**Relative energy (zero: lowest compared OMol25 entry of this formula, charge and spin)**: 0.925 eV
**E_tot**: -437.3134 Eh
**SMILES**: NCC(=O)O.O.O
**Kohn-Sham gap**: 10.28 eV

```
16
Properties=species:S:1:pos:R:3:forces:R:3
O 0.830 0.222 0.106 0.3 -0.6 0.0
C -0.203 0.119 0.707 -0.8 1.8 -0.1
O -0.563 0.948 1.721 -0.2 -0.9 -0.1
C -1.315 -0.824 0.281 -0.5 1.7 -0.8
N -1.643 -0.591 -1.160 1.6 -1.8 -0.1
H 0.182 1.527 1.957 0.4 0.0 -0.5
H -0.855 -1.786 0.532 -0.9 -0.3 -0.6
H -2.287 -0.593 0.694 0.4 -0.4 1.7
H -2.116 -1.439 -1.434 -0.1 0.0 -0.5
H -2.269 0.168 -1.357 -0.1 0.4 0.6
H 0.676 -1.582 -1.963 -0.1 -0.7 -0.3
H 1.352 -0.499 -2.510 0.5 0.1 -0.7
O 1.268 -1.443 -2.720 -0.4 0.8 0.9
H 2.535 1.542 1.079 -0.7 0.3 -0.2
H 2.392 2.041 2.473 -0.1 0.4 0.1
O 2.018 2.189 1.594 0.7 -0.4 0.5
```
Positions in Å, forces in eV/Å.

natural (NBO) population analysis, charges in e, atoms 1 to 4: O -0.611; C 0.789; O -0.699; C -0.344

No. 8
# C2H9NOS

A 2-piece molecular cluster, C2H9NOS overall in a non-equilibrium geometry (ωB97M-V/def2-TZVPD, the Open Molecules 2025 dataset).

Values from the calculation:
**2S+1**: 2
**Lowest unoccupied orbital energy (spin up / spin down)**: -3.45 / -8.89 eV
**Charge**: +1
**Relative energy (zero: lowest compared OMol25 entry of this formula, charge and spin)**: 0.425 eV
**E_tot**: -609.4229 Eh
**Kohn-Sham gap (spin up / spin down)**: 11.69 / 5.06 eV

```
14
Properties=species:S:1:pos:R:3:forces:R:3
C 2.173 -0.097 -1.160 0.6 0.9 0.5
S 2.264 0.506 0.593 -0.5 -1.1 -0.7
H 2.369 0.743 -1.823 -0.3 0.2 0.2
H 2.997 -0.785 -1.342 -0.2 -0.4 0.3
H 1.187 -0.515 -1.317 0.0 -0.2 -0.2
H 1.984 -0.731 1.079 0.2 0.4 0.2
N -0.928 0.483 1.068 0.3 0.9 0.1
C -1.777 -0.477 0.416 0.4 -0.9 0.7
O -2.540 0.044 -0.623 0.5 0.0 -0.2
H -0.264 0.977 0.505 0.0 0.3 -0.6
H -1.275 1.091 1.810 0.0 -0.5 0.1
H -1.097 -1.238 0.029 -0.2 -0.1 -0.3
H -2.364 -0.963 1.193 -0.3 0.1 0.0
H -2.728 0.962 -0.428 -0.5 0.4 0.0
```
Positions in Å, forces in eV/Å.

natural (NBO) population analysis, charges in e, atoms 1 to 4: C -0.732; S 0.339; H 0.259; H 0.270